# 1
The following is a quantum chemistry calculation of a molecular structure, C5H6N2O, from the OMol25 dataset.

Summary:
ΔE to the lowest compared entry with this formula, charge and spin: 173.15 kcal per mole
HOMO energy: -8.8361 eV
Gap between HOMO and LUMO: 9.0 eV
E_tot: -10302.0948 eV

Last column: natural (NBO) charge in e.
Positions of all 14 atoms, in Å:
1 C 1.7685 0.3998 0.1584  -0.026
2 C 2.5265 -0.6594 0.0125  -0.455
3 C -0.6403 -0.2832 -0.0854  0.313
4 C -1.9383 0.2404 -0.2394  -0.108
5 C -3.2243 0.0827 0.2065  -0.210
6 H -0.3109 2.3247 0.3455  0.472
7 H 2.2269 1.3971 0.3734  0.205
8 H 1.9536 -1.5985 -0.3776  0.251
9 H 3.5554 -0.4810 0.0361  0.214
10 H -1.3008 -1.9966 -0.3605  0.354
11 H -4.5052 -0.3499 0.4893  0.322
12 N 0.3671 0.5660 0.1082  -0.152
13 N -0.4759 -1.5061 -0.2532  -0.647
14 O -0.0022 1.8642 -0.4139  -0.531

---

# 2
The following is a quantum chemistry calculation of a molecular structure, C15H22FeNO, from the OMol25 dataset.

Summary:
<S²>: 6.104
ΔE to the lowest compared entry with this formula, charge and spin: 0.00 kcal per mole
HOMO energy (alpha / beta): -0.6393 / -2.6238 eV
2S+1: 5
Net charge: -1
Gap between HOMO and LUMO (alpha / beta): 3.5 / 5.5 eV
E_tot: -53831.2531 eV

Last column: natural (NBO) charge in e.
Positions of all 40 atoms, in Å:
1 C 0.7883 1.0665 -2.1585  -0.618
2 C -0.1260 0.2861 -1.2398  0.092
3 O -0.7129 -0.7529 -2.0226  -0.736
4 C 0.6062 -0.2740 -0.0222  -0.239
5 N -0.2115 -1.2255 0.7315  -0.860
6 H 1.2663 1.9183 -1.6576  0.209
7 H 1.5810 0.4087 -2.5442  0.209
8 H 0.2310 1.4473 -3.0192  0.213
9 H -0.9064 0.9612 -0.8467  0.140
10 H -1.0241 -1.4320 -1.4005  0.484
11 H 1.4769 -0.8321 -0.3819  0.185
12 H 0.9738 0.5619 0.5948  0.177
13 H 0.2910 -1.4599 1.5785  0.389
14 H -1.1068 -0.8004 0.9978  0.350
15 C 1.3132 -3.2045 2.8638  -0.638
16 C 1.9407 -2.9615 4.1661  -0.213
17 C 1.3825 -2.2604 5.2357  -0.173
18 C 1.6704 -2.4256 6.6925  -0.351
19 C 0.8060 -1.5540 7.4419  -0.346
20 C 0.0161 -0.7737 6.4979  -0.343
21 C 0.3725 -1.1764 5.1697  -0.390
22 Fe 1.9613 -0.5833 6.1686  0.529
23 C 2.3053 1.3039 5.7216  -0.347
24 C 3.1352 0.4041 4.9338  -0.355
25 C 3.9121 -0.4090 5.8579  -0.347
26 C 3.5597 -0.0133 7.2075  -0.343
27 C 2.5670 1.0387 7.1260  -0.364
28 H 1.9596 -2.8278 2.0604  0.190
29 H 1.2444 -4.2883 2.7057  0.200
30 H 0.3046 -2.7938 2.7499  0.194
31 H 2.8750 -3.4927 4.3650  0.171
32 H 2.3570 -3.1798 7.0692  0.215
33 H 0.7272 -1.4994 8.5302  0.217
34 H -0.7704 -0.0624 6.7506  0.213
35 H -0.0562 -0.8488 4.2197  0.205
36 H 1.6694 2.0890 5.3273  0.216
37 H 3.2386 0.4087 3.8544  0.217
38 H 4.6974 -1.1036 5.5819  0.218
39 H 4.0292 -0.3784 8.1170  0.216
40 H 2.1599 1.5941 7.9638  0.216

---

# 3
The following is a quantum chemistry calculation of a single C7H14S molecule, from the OMol25 dataset.

Summary:
ΔE to the lowest compared entry with this formula, charge and spin: 79.42 kcal per mole
HOMO energy: -7.7631 eV
Gap between HOMO and LUMO: 8.3 eV
E_tot: -18317.8851 eV

Last column: natural (NBO) charge in e.
Positions of all 22 atoms, in Å:
1 C -1.5103 1.5972 -0.1724  -0.553
2 C 0.3516 0.5479 -0.1033  0.133
3 C -0.4384 -0.7281 0.0420  -0.128
4 C 1.0829 0.9740 1.1662  -0.676
5 C 1.1164 0.9803 -1.3381  -0.643
6 C -0.4817 -1.4233 1.3861  -0.622
7 C -0.2189 -1.7625 -1.0359  -0.646
8 S -2.2016 -0.0380 -0.3680  0.131
9 H -1.5682 1.8808 0.8621  0.202
10 H -1.6910 2.1672 -1.0573  0.214
11 H 2.0568 0.4225 1.3140  0.217
12 H 0.4302 0.9902 2.0359  0.216
13 H 1.4821 2.0040 1.2332  0.225
14 H 0.6899 0.5023 -2.0719  0.209
15 H 2.1493 0.7677 -1.2989  0.205
16 H 1.1132 2.0468 -1.5268  0.224
17 H -1.1118 -2.2879 1.2949  0.220
18 H -0.9032 -0.6975 2.1143  0.213
19 H 0.3698 -1.8184 1.7683  0.209
20 H 0.6612 -2.3576 -1.0300  0.210
21 H -0.2776 -1.3667 -2.0863  0.215
22 H -1.1006 -2.4006 -1.1281  0.224

---

# 4
The following is a quantum chemistry calculation of a gas-phase ion, C3H7OS2 (charge -1), from the OMol25 dataset.

Summary:
ΔE to the lowest compared entry with this formula, charge and spin: 27.50 kcal per mole
HOMO energy: -2.6352 eV
Net charge: -1
Gap between HOMO and LUMO: 5.6 eV
SMILES: [O-]CCCSS
E_tot: -26941.6170 eV

Last column: natural (NBO) charge in e.
Positions of all 13 atoms, in Å:
1 C -1.7449 0.0396 -0.0206  -0.475
2 C -2.6378 1.3899 -0.2167  0.032
3 O -2.0477 2.3566 -0.8792  -0.931
4 C -0.2440 0.2902 -0.2894  -0.445
5 S 0.6637 -1.0409 0.6564  0.004
6 S 2.5912 -0.9301 0.0464  -0.226
7 H -1.8462 -0.2527 1.0289  0.179
8 H -2.0636 -0.6842 -0.7615  0.182
9 H -2.9756 1.6668 0.8174  0.057
10 H -3.5191 0.9219 -0.7483  0.053
11 H -0.1157 0.0988 -1.3469  0.208
12 H 0.1856 1.1993 0.0990  0.226
13 H 2.5719 -0.0647 -0.9836  0.136

---

# 5
The following is a quantum chemistry calculation of a single C3H4O2S2 molecule, from the OMol25 dataset.

Summary:
ΔE to the lowest compared entry with this formula, charge and spin: 75.95 kcal per mole
HOMO energy: -8.5257 eV
Gap between HOMO and LUMO: 8.5 eV
E_tot: -28937.7597 eV

Last column: natural (NBO) charge in e.
Positions of all 11 atoms, in Å:
1 C 0.3120 0.1025 1.7277  -0.489
2 C -0.2318 -0.7006 -1.6285  -0.015
3 C -0.2324 1.2304 1.2749  0.198
4 O 0.0368 -0.2533 -2.8041  -0.616
5 O -1.1372 1.1819 0.2574  -0.696
6 S 0.7374 -1.7608 -0.7053  0.139
7 S -0.1576 -1.5502 1.0801  0.095
8 H 1.0001 -0.1354 2.5471  0.236
9 H 0.0141 2.1070 1.7310  0.194
10 H 0.9163 -0.6172 -3.2501  0.446
11 H -1.2578 0.3958 -0.2302  0.508